Entry from the Open Molecules 2025 dataset: an isolated ion of composition C6H14N2O and charge +2 in a non-equilibrium geometry (ωB97M-V with the def2-TZVPD basis set).

Computed properties:
E_HOMO (eV): -18.080
Frontier orbital gap (eV): 11.25
SMILES: C[NH2+][C@@H](O)C1=C(C)[C@H]1[NH3+]
ΔE to the lowest compared entry with this formula, charge and spin (eV): 0.051
LUMO (eV): -6.828
Net charge: +2

Each line ends with the natural charge from an NBO analysis.
Cartesian coordinates (Å):
C -1.529 -0.529 -0.148  0.087
C -0.441 0.142 0.062  -0.078
C -1.918 0.936 -0.259  -0.108
C -1.949 -1.991 -0.221  -0.684
C 3.376 -0.396 -0.193  -0.466
C 1.047 0.557 0.182  0.260
N -2.619 1.538 0.879  -0.661
N 1.927 -0.649 -0.306  -0.528
O 1.225 1.778 -0.395  -0.645
H -1.845 1.446 -1.191  0.255
H -1.241 -2.578 -0.892  0.266
H -3.019 -2.225 -0.302  0.279
H -1.603 -2.362 0.802  0.259
H 3.935 -1.358 -0.054  0.269
H 3.788 0.173 -1.000  0.259
H 3.621 0.308 0.708  0.257
H 1.454 0.575 1.145  0.219
H -2.552 2.551 0.896  0.457
H -2.450 1.180 1.766  0.449
H -3.599 1.432 0.739  0.447
H 1.628 -1.028 -1.285  0.460
H 1.734 -1.341 0.405  0.440
H 1.032 1.841 -1.337  0.507